Formula: C4H8S
Source: OMol25
Level of theory: ωB97M-V with the def2-TZVPD basis set

The calculation puts the largest force on an atom at 3.958 eV/A. For the HOMO-LUMO gap, the calculation gives 9.31 eV. For the energy above the lowest of the compared OMol25 structures with the same formula, charge and spin, the calculation gives 0.798 eV. Its LUMO energy is 0.03633 Ha. The SMILES is C[C@H]1CCS1. Its highest occupied orbital energy is -8.3 eV.

Structure (ORCA input):
```
! wB97M-V def2-TZVPD RIJCOSX def2/J DEFGRID3
* xyz 0 1
C 2.1534 0.0377 -0.2040
C 0.6673 0.2639 0.3628
C -0.4034 1.3817 0.0414
C -1.5758 0.4561 -0.1625
S -0.5287 -1.1127 0.0132
H 2.0743 -0.3685 -1.1638
H 2.6804 0.9577 -0.3400
H 2.7322 -0.7292 0.3292
H 0.8454 0.1578 1.5422
H -0.4006 2.1272 0.7715
H -0.1511 1.8554 -0.8607
H -1.9494 0.4820 -1.2107
H -2.4198 0.4845 0.4962
*
```

Here are the Löwdin charges for atoms 1 to 8, given in e:
1 C -0.105
2 C -0.575
3 C -0.253
4 C -0.414
5 S 0.778
6 H 0.028
7 H 0.055
8 H 0.074